Entry 1:
Density functional theory data (the ωB97M-V functional and the def2-TZVPD basis) for a molecular structure, C18H36AsBCa2Cl3F7ILiN4O13P2.

```
89
Properties=species:S:1:pos:R:3:mulliken_charge:R:1
C -4.798 1.930 1.796 0.081
C -4.146 1.111 1.183 -1.136
C -3.312 0.154 0.432 -0.814
As -3.128 0.601 -1.542 0.417
C -1.352 1.619 -1.129 -0.358
C -1.345 2.556 0.037 0.014
O -0.743 2.254 1.083 -0.524
C -4.805 -0.429 -1.942 -0.668
C -6.110 -0.201 -1.133 -0.005
C -6.481 -1.371 -0.173 -0.648
F -7.283 -0.925 0.864 -0.349
B -2.858 1.155 -3.563 1.421
O -3.906 1.598 -4.321 -0.713
O -1.631 0.998 -4.186 -0.515
C -1.135 2.189 -4.821 -0.724
C -2.116 -1.132 -1.966 1.117
C -2.364 -1.800 -3.187 -0.611
C -1.614 -2.964 -3.396 -1.498
C -0.741 -3.293 -2.378 0.507
N -0.514 -2.722 -1.226 -0.211
C -1.224 -1.618 -1.025 -0.741
P -4.279 2.704 -1.334 0.504
O -5.686 2.751 -2.107 -0.349
I -3.134 4.541 -2.541 0.001
H -5.095 2.798 2.359 0.431
H -3.715 -0.868 0.491 0.778
H -2.358 0.137 0.985 0.614
H -0.991 2.242 -1.973 0.115
H -0.489 0.958 -0.923 0.350
H -1.816 3.557 0.031 0.229
H -4.571 -1.488 -1.727 0.436
H -5.032 -0.330 -3.021 0.295
H -6.901 -0.203 -1.900 -0.048
H -6.242 0.744 -0.583 0.196
H -5.605 -1.953 0.168 0.295
H -7.109 -2.077 -0.748 0.331
H -3.749 1.364 -5.255 0.296
H -1.847 2.683 -5.501 0.319
H -0.281 1.876 -5.444 0.271
H -0.737 2.940 -4.118 0.217
H -3.093 -1.506 -3.945 0.507
H -1.698 -3.574 -4.295 0.432
H -0.107 -4.171 -2.533 0.044
H -0.998 -1.112 -0.082 0.122
H -5.850 2.004 -2.720 0.362
C -8.427 -1.430 -4.461 -0.255
Cl -7.569 0.031 -3.957 -0.084
Cl -9.186 -2.265 -3.089 -0.193
H -9.196 -1.148 -5.170 0.415
H -7.716 -2.091 -4.933 0.243
Li 0.806 -5.058 -1.313 0.953
F 3.678 -1.829 0.861 -0.358
P 3.627 -1.773 -0.782 0.946
F 2.242 -0.921 -0.603 -0.217
F 5.076 -1.090 -0.453 -0.353
F 2.656 -3.116 -0.665 -0.342
F 4.443 -2.879 -1.659 -0.341
F 3.610 -0.858 -2.134 -0.340
C 7.804 -2.499 3.653 -0.265
O 6.439 -2.678 3.305 -0.497
H 7.888 -2.543 4.737 -0.012
H 8.417 -3.288 3.214 0.290
H 8.149 -1.520 3.298 0.216
H 6.371 -2.637 2.345 0.300
O 1.673 -0.366 1.990 -0.512
H 0.834 -0.109 2.389 0.256
H 2.026 -1.040 2.581 0.284
C 8.576 -0.907 7.524 0.289
O 8.868 -1.811 6.782 -0.477
N 9.044 0.379 7.349 -0.442
N 7.743 -1.064 8.599 -0.289
H 8.816 1.152 7.961 0.308
H 9.663 0.544 6.567 0.186
H 7.375 -1.990 8.763 0.232
H 7.487 -0.322 9.231 0.253
Ca 6.623 0.715 6.482 1.089
O -5.069 -1.039 -7.507 -0.673
Cl -6.484 -0.944 -7.813 1.692
O -6.896 0.438 -7.772 -0.672
O -7.228 -1.688 -6.806 -0.719
O -6.744 -1.499 -9.109 -0.653
Ca 0.568 3.343 2.649 0.908
C 9.957 5.128 6.323 -0.683
N 9.035 4.005 6.651 0.822
O 8.730 3.231 5.752 -0.505
O 8.639 3.920 7.795 -0.503
H 10.220 5.067 5.272 0.326
H 9.432 6.055 6.539 0.293
H 10.838 5.020 6.951 0.296
```

As for the electronic energy: -233662.8008 eV. Its HOMO-LUMO gap is 1.61 eV. As for the total charge: +2. The energy relative to the best compared isomer or geometry (same formula, charge and spin) is 41.3 kcal/mol. The HOMO energy is -9.8 eV.

Entry 2:
Density functional theory data (the ωB97M-V functional and the def2-TZVPD basis) for a molecular structure, C18H36AuBrNO5Si.

```
63
Properties=species:S:1:pos:R:3:nbo_charge:R:1
Au 0.242 1.595 1.739 1.338
O 1.962 1.686 3.686 -0.742
C 1.733 2.975 4.252 -0.090
C 1.465 4.013 3.178 -0.262
N 0.258 3.711 2.363 -0.419
C -1.008 3.977 3.066 -0.363
C -2.148 3.092 2.566 0.743
O -3.290 3.327 2.823 -0.504
O -1.803 2.007 1.864 -0.630
C 0.309 4.431 1.072 -0.359
C 1.322 3.799 0.127 0.734
O 1.964 4.425 -0.665 -0.508
O 1.445 2.477 0.234 -0.585
H 2.891 1.581 3.451 0.500
H 2.583 3.297 4.855 0.215
H 0.882 2.861 4.924 0.197
H 2.316 4.052 2.495 0.228
H 1.347 5.006 3.623 0.228
H -1.304 5.022 2.957 0.248
H -0.890 3.773 4.130 0.248
H 0.567 5.481 1.221 0.245
H -0.672 4.373 0.596 0.255
C 2.564 -2.412 -1.551 -0.608
C 1.466 -1.400 -1.910 -0.643
C 1.146 -1.537 -3.412 -0.613
C 2.069 -0.009 -1.664 -0.606
Si -0.143 -1.692 -0.932 2.131
Br 0.432 -0.877 1.298 -0.327
C -0.523 -3.508 -0.475 -0.633
C -1.899 -3.672 0.187 -0.610
C -0.519 -4.330 -1.780 -0.616
C 0.500 -4.124 0.496 -0.614
C -1.643 -0.633 -1.436 -0.641
C -2.690 -0.488 -0.320 -0.614
C -2.312 -1.323 -2.643 -0.615
C -1.238 0.785 -1.864 -0.601
H 3.461 -2.159 -2.124 0.222
H 2.301 -3.438 -1.801 0.214
H 2.832 -2.365 -0.494 0.213
H 2.083 -1.471 -3.971 0.227
H 0.498 -0.737 -3.771 0.215
H 0.682 -2.492 -3.665 0.219
H 2.925 0.117 -2.332 0.222
H 2.438 0.090 -0.643 0.209
H 1.384 0.812 -1.856 0.222
H -2.722 -3.421 -0.480 0.213
H -1.993 -3.079 1.098 0.216
H -2.020 -4.722 0.468 0.223
H -1.217 -3.944 -2.525 0.218
H -0.829 -5.352 -1.544 0.228
H 0.469 -4.389 -2.236 0.216
H 0.407 -3.703 1.499 0.212
H 1.532 -4.023 0.174 0.221
H 0.286 -5.193 0.580 0.223
H -3.105 -1.439 0.003 0.222
H -3.518 0.114 -0.704 0.221
H -2.300 0.029 0.556 0.218
H -2.759 -2.281 -2.377 0.217
H -1.626 -1.484 -3.476 0.220
H -3.119 -0.679 -3.004 0.227
H -0.705 1.322 -1.076 0.198
H -2.147 1.349 -2.092 0.222
H -0.616 0.795 -2.759 0.216
```

As for the electronic energy: -112582.8537 eV. As for the spin multiplicity: 3. Its HOMO-LUMO gap (spin up / spin down) is 9.73 / 5.79 eV. As for the total charge: +1. The energy relative to the best compared isomer or geometry (same formula, charge and spin) is 12.6 kcal/mol. The HOMO energy (spin up / spin down) is -12.7 / -12.7 eV.

Q: Which max |F| values were calculated for the entries above? A: 3.617 0.273, in eV/Å.